4 unconnected molecules or ions with the total composition H9O4. Source: OMol25; level of theory: the ωB97M-V functional and the def2-TZVPD basis.

Output
Charge: +1
HOMO-LUMO gap (eV): 11.9081
Calculated total energy (hartree): -306.0875
Largest force on an atom (eV Å⁻¹): 1.09
Energy above the lowest of the compared OMol25 structures with the same formula, charge and spin (eV): 1.059
Multiplicity: 1
E_HOMO (Eh): -0.5717

Last columns: bonded neighbours and bond lengths (Å).
Atoms and positions in Å:
1 O 0.3561 1.2046 0.5045  H2 0.965, H3 0.996, H4 1.084
2 H 0.7232 1.8786 1.0897  O1 0.965
3 H 1.0060 0.7589 -0.1042  O1 0.996
4 H -0.6872 1.3457 0.2442  O1 1.084
5 O -2.0435 1.6214 0.4302  H6 0.964, H7 0.965
6 H -2.1216 1.6676 1.3899  O5 0.964
7 H -2.7252 1.0268 0.0947  O5 0.965
8 O -0.1229 -2.2295 -0.2227  H9 0.943, H10 0.963
9 H -1.0006 -2.5235 -0.4045  O8 0.943
10 H 0.4296 -2.8445 -0.7159  O8 0.963
11 O 1.8614 -0.3586 -1.0151  H12 0.971, H13 0.962
12 H 2.7947 -0.6233 -0.9796  O11 0.971
13 H 1.5301 -0.9242 -0.3110  O11 0.962